# 1
C10H25ClF3O4PSbSi as an isolated structure, computed with wB97M-V/def2-TZVPD.

Its molecular weight is 482.6 g/mol. The value obtained for the frontier orbital gap is 5.59 eV. The LUMO energy is 2.4029 eV.

The geometry in ORCA input format:
```
! RIJCOSX wB97M-V def2-TZVPD def2/J DEFGRID3
* xyz -1 1
C 3.04679 -0.02399 3.23844
Si 1.93192 0.34664 1.67397
C 2.49732 -0.82242 0.25140
C 2.15033 2.24010 1.28114
Sb -0.44905 0.03643 2.37798
C -2.50481 -0.12800 3.23484
C -2.75457 1.00232 4.44236
C -3.41274 2.40110 3.86902
Cl -2.42345 3.89989 4.45350
P -1.29992 1.44245 0.45885
O -2.86454 0.80008 -0.03152
O -0.29154 1.24145 -0.95700
H 2.42842 0.35443 4.15770
H 3.16771 -1.18655 3.32662
H 4.05827 0.55639 3.13375
H 3.02145 -1.81824 0.64936
H 1.67652 -1.06240 -0.55074
H 3.36378 -0.24309 -0.33012
H 2.59822 2.40053 0.20404
H 2.83835 2.73140 2.11796
H 1.09414 2.76214 1.40388
H -0.67440 -1.37442 1.35344
H 0.12764 -1.05339 3.62721
H -0.24152 1.46540 3.41541
H -3.36405 -0.06293 2.42055
H -2.55504 -1.17557 3.79954
H -1.75312 1.23970 5.01305
H -3.53301 0.52219 5.20850
H -3.43002 2.43049 2.67734
H -4.52371 2.48832 4.28447
H -2.79086 0.42399 -0.95818
H -0.40259 2.11487 -1.47139
C -1.20885 -0.60138 -4.05964
C -0.00083 -1.33152 -3.50210
O 0.45948 -2.32825 -4.42730
C 1.23704 -1.87572 -5.46187
O 1.53661 -0.69646 -5.62811
C 1.69841 -3.03986 -6.34020
F 0.68938 -3.90670 -6.63630
F 2.67087 -3.78190 -5.73536
F 2.21533 -2.63557 -7.53393
H -1.99420 -1.31253 -4.33484
H -1.60824 0.10263 -3.32470
H -0.95159 -0.04562 -4.96644
H -0.28287 -1.85741 -2.58409
H 0.80755 -0.63900 -3.24052
*
```

# 2
A 2-piece molecular cluster, C3H8NO2PS overall, computed with wB97M-V/def2-TZVPD.

As for the energy above the lowest of the compared OMol25 structures with the same formula, charge and spin: 241.2 kJ/mol. Its molecular weight is 153.1 g/mol. The value obtained for the frontier orbital gap (alpha / beta) is 6.62 / 6.61 eV. The LUMO energy (alpha / beta) is -1.0324 / -1.0350 eV.

The geometry in ORCA input format:
```
! RIJCOSX wB97M-V def2-TZVPD def2/J DEFGRID3
* xyz 0 1
C 1.81094 -0.86888 0.53779
C 1.11744 -0.34165 -0.62577
C 2.54166 -2.20426 0.24377
N -3.76914 1.17227 0.10066
O 2.14348 0.35591 -0.03287
O -2.24648 3.22608 0.18941
P -2.85194 2.15494 -0.92865
S -0.69806 0.21579 -0.45592
H 1.37692 -0.64343 1.52289
H 1.26478 -0.78899 -1.59798
H 3.30643 -2.37272 0.99348
H 3.11132 -2.23474 -0.67915
H 1.81292 -2.92512 0.34364
H -3.21709 1.11781 0.87767
H -4.19758 0.38313 -0.39402
H -1.50560 3.75386 -0.09496
*
```

# 3
A 2-piece molecular cluster, C11H15N overall, computed with wB97M-V/def2-TZVPD.

As for the energy above the lowest of the compared OMol25 structures with the same formula, charge and spin: 73.3 kJ/mol. Its molecular weight is 161.2 g/mol. The value obtained for the frontier orbital gap (alpha / beta) is 2.66 / 6.43 eV. The LUMO energy (alpha / beta) is 3.5645 / 3.5325 eV.

The geometry in ORCA input format:
```
! RIJCOSX wB97M-V def2-TZVPD def2/J DEFGRID3
* xyz -1 2
C 1.86241 -0.66846 -2.91282
C 0.69198 0.01958 0.51801
C 0.96367 0.44755 -0.80441
C 1.39638 -0.75805 -1.51619
C 1.37821 -1.78450 -0.59441
C 0.47610 1.03358 1.50844
C 0.30530 2.35232 1.10561
C 0.38184 2.71735 -0.23313
C 0.70615 1.75550 -1.21475
N 0.94814 -1.30583 0.64711
H 0.30467 0.73669 2.54120
H -0.12794 3.09325 1.77329
H 1.08117 -1.81977 1.50417
H 0.12053 3.70956 -0.58773
H 1.69637 -2.80244 -0.76573
H 0.74911 1.99642 -2.27196
H 1.36784 -1.41201 -3.56184
H 2.92930 -0.89628 -3.07468
H 1.74143 0.30909 -3.37578
C -3.59109 -1.00919 2.23089
C -3.71430 -1.65142 0.86289
H -3.00697 -0.08356 2.18774
H -4.48501 -0.49794 2.63207
H -3.33757 -1.71521 3.01968
H -3.23014 -2.62509 0.80694
H -3.25412 -1.04096 0.09148
H -4.78174 -1.81184 0.68615
*
```

> The lowest molecular weight belongs to which entry?

C3H8NO2PS